(1)
Below is a molecular structure, C23H26N3O4P2SSe2Ti, with properties calculated with the ωB97M-V functional and the def2-TZVPD basis.

Computed properties:
Total energy   -220159.376 eV
M   708.3 g/mol
2S+1   2
ΔE to the lowest compared entry with this formula, charge and spin   20.8 kcal per mole

```
62
Properties=species:S:1:pos:R:3:forces:R:3
Ti 1.593 0.602 -0.550 -0.11 0.01 0.09
N 5.781 -0.067 -1.465 -0.02 0.00 0.00
C 4.626 0.381 -0.901 0.11 -0.12 -0.16
S 3.453 1.095 -1.996 -0.15 -0.01 -0.16
N 4.480 0.241 0.377 0.12 -0.06 0.01
N 3.262 0.753 0.799 -0.07 -0.01 0.01
C 3.286 1.324 1.943 -0.04 0.05 0.18
C 2.205 2.129 2.467 0.05 0.10 0.01
C 2.302 2.645 3.765 0.00 0.01 0.08
C 1.379 3.549 4.244 0.03 -0.04 0.00
C 0.349 3.980 3.407 0.01 0.02 -0.07
C 0.236 3.500 2.118 0.00 -0.07 0.00
C 1.149 2.555 1.642 -0.21 -0.11 0.10
O 0.996 2.052 0.422 -0.03 -0.02 0.01
H 5.991 0.229 -2.400 0.01 0.02 0.00
H 6.547 -0.265 -0.844 0.03 0.00 0.01
H 4.216 1.282 2.507 0.00 0.00 0.00
H 3.125 2.320 4.392 0.00 0.02 -0.01
H 1.459 3.928 5.254 0.00 0.01 0.00
H -0.372 4.701 3.770 -0.02 0.00 0.00
H -0.570 3.809 1.464 0.04 -0.01 0.02
Se -0.598 0.185 -1.951 0.05 0.12 -0.02
P -1.982 -0.488 -0.364 -0.04 0.11 -0.07
Se -1.325 -2.087 0.860 0.23 -0.01 0.07
C -2.524 0.928 0.668 0.13 -0.03 0.08
C -2.205 0.983 2.022 -0.08 -0.17 -0.18
C -2.702 2.001 2.815 -0.09 0.25 0.07
C -3.515 2.983 2.260 0.11 -0.04 0.14
C -3.815 2.950 0.908 0.06 -0.20 -0.12
C -3.324 1.920 0.114 -0.02 0.20 -0.08
C -3.526 -0.910 -1.243 0.00 -0.01 -0.03
C -3.787 -0.513 -2.551 -0.02 -0.02 0.04
C -5.007 -0.821 -3.140 -0.02 -0.02 0.02
C -5.968 -1.522 -2.428 0.02 0.02 -0.03
C -5.709 -1.921 -1.124 0.00 -0.01 0.02
C -4.492 -1.620 -0.534 -0.01 -0.02 0.02
H -1.603 0.199 2.455 0.10 -0.08 0.02
H -2.447 2.031 3.869 -0.04 0.00 -0.06
H -3.915 3.774 2.881 0.01 0.00 0.02
H -4.448 3.711 0.473 -0.02 0.04 -0.04
H -3.570 1.889 -0.941 -0.02 0.01 0.01
H -3.039 0.032 -3.110 0.01 0.01 -0.01
H -5.201 -0.513 -4.159 0.00 0.00 0.00
H -6.918 -1.762 -2.890 0.00 0.00 0.00
H -6.453 -2.474 -0.566 0.00 0.00 0.00
H -4.277 -1.947 0.477 -0.01 0.00 -0.01
C 4.423 -3.258 -2.862 0.02 0.00 -0.01
O 3.720 -2.660 -1.776 -0.05 -0.03 -0.07
P 2.210 -2.148 -2.078 0.12 -0.17 -0.08
O 2.034 -1.478 -0.548 -0.12 0.26 0.17
C 2.372 -2.258 0.631 0.02 0.00 0.01
O 1.445 -3.553 -1.880 0.09 -0.05 -0.02
C 0.117 -3.688 -2.411 -0.12 0.00 0.04
H 5.470 -3.302 -2.577 0.01 0.00 0.00
H 4.323 -2.658 -3.770 0.00 -0.01 -0.01
H 4.052 -4.268 -3.048 0.01 0.01 -0.01
H 1.911 -1.762 1.477 -0.05 0.04 0.07
H 3.454 -2.284 0.730 -0.03 0.00 0.01
H 1.950 -3.253 0.520 0.02 0.01 -0.01
H -0.080 -2.922 -3.165 -0.02 -0.02 0.02
H -0.601 -3.589 -1.597 0.02 0.02 -0.09
H 0.053 -4.676 -2.861 -0.03 -0.03 -0.02
```
Forces are in eV/Å.

=====

(2)
Below is 2 unconnected molecules or ions with the total composition C4H9NOS in a non-equilibrium geometry, with properties calculated with the ωB97M-V functional and the def2-TZVPD basis.

Computed properties:
Total energy   -18664.024 eV
M   119.2 g/mol
2S+1   1
ΔE to the lowest compared entry with this formula, charge and spin   80.8 kcal per mole

```
16
Properties=species:S:1:pos:R:3:forces:R:3
C -1.044 -0.062 0.135 1.78 -0.45 -0.42
C -0.739 1.373 -0.168 -2.56 0.50 2.61
C -2.410 -0.384 0.468 -2.15 -2.14 -0.02
C 3.403 -0.847 -0.681 -2.38 -0.77 2.24
N -0.124 -0.936 0.047 -0.18 -0.26 0.37
O 2.535 1.278 0.261 -0.06 4.66 0.22
S 2.428 -0.122 0.366 1.18 -3.78 -0.15
H 0.311 1.552 -0.016 0.18 0.56 -0.58
H -1.234 1.579 -1.112 0.55 0.47 -0.34
H -1.401 1.983 0.647 1.74 -1.09 -1.84
H -3.034 0.366 0.034 -0.80 0.40 -0.33
H -2.598 -0.342 1.546 0.09 -0.15 -0.09
H -2.737 -1.420 0.044 0.60 1.78 0.92
H 3.075 -1.871 -0.657 0.87 -0.66 -0.62
H 4.011 -0.287 -1.300 1.16 0.54 -1.48
H -0.443 -1.859 0.386 -0.02 0.38 -0.49
```
Forces are in eV/Å.

=====

(3)
Below is 2 unconnected molecules or ions with the total composition C3H10OS in a non-equilibrium geometry, with properties calculated with the ωB97M-V functional and the def2-TZVPD basis.

Computed properties:
Total energy   -16155.644 eV
SMILES   CCSC.O
M   94.2 g/mol
2S+1   1
ΔE to the lowest compared entry with this formula, charge and spin   5.1 kcal per mole

```
15
Properties=species:S:1:pos:R:3:forces:R:3
C 0.168 -1.468 1.553 0.12 -0.29 -0.26
C 0.221 -0.654 0.245 -0.04 -0.96 0.51
S 0.441 1.109 0.454 0.13 0.37 -0.06
C -1.279 1.674 0.391 0.16 -0.31 -0.88
H 1.140 -1.909 1.789 -0.03 0.26 0.06
H -0.155 -0.869 2.395 -0.14 0.06 0.15
H -0.512 -2.313 1.422 -0.07 0.05 0.14
H 1.067 -0.998 -0.326 0.28 0.01 -0.37
H -0.660 -0.923 -0.342 0.02 0.55 -0.17
H -1.464 2.057 -0.625 -0.14 0.10 0.52
H -1.487 2.416 1.150 -0.04 0.07 0.05
H -1.890 0.787 0.516 -0.28 0.11 0.26
H 1.205 0.909 -2.348 0.00 -0.02 -0.07
H 1.546 0.062 -3.615 -0.09 0.20 0.13
O 1.659 0.119 -2.660 0.11 -0.22 0.00
```
Forces are in eV/Å.

=====

(4)
Below is a molecular structure, C30H50Cl8N6 in a non-equilibrium geometry, with properties calculated with the ωB97M-V functional and the def2-TZVPD basis.

Computed properties:
Total energy   -141034.787 eV
M   778.4 g/mol
2S+1   1

```
94
Properties=species:S:1:pos:R:3:forces:R:3
C 2.791 7.017 3.359 -2.28 -0.10 0.23
C 4.096 6.721 2.734 0.07 -0.75 -1.94
N 4.065 6.373 1.254 -1.44 -0.06 1.29
C 3.371 7.483 0.514 1.80 -0.66 0.61
C 3.389 7.333 -0.986 -0.32 0.56 0.76
C 5.405 5.996 0.759 -0.58 1.03 -0.39
C 6.410 7.151 0.865 0.50 -0.46 -0.65
H 2.169 7.830 2.986 0.57 0.52 0.05
H 2.887 7.097 4.442 0.18 0.33 -0.01
H 2.103 6.182 3.230 0.10 -0.44 -0.10
H 4.760 7.577 2.859 0.43 -0.22 0.50
H 4.324 5.792 3.257 1.28 0.21 -0.07
H 2.361 7.693 0.866 0.09 -0.57 0.21
H 3.953 8.378 0.732 -0.03 0.60 0.11
H 3.052 8.325 -1.288 0.01 -0.13 -0.75
H 4.426 7.184 -1.286 -0.36 -0.18 -0.54
H 2.666 6.582 -1.306 0.41 -0.13 -0.31
H 5.299 5.602 -0.252 -0.04 0.40 -0.23
H 5.831 5.126 1.258 -0.39 0.09 0.68
H 6.608 7.317 1.924 0.35 0.27 -0.25
H 6.168 8.083 0.354 -0.75 0.07 0.31
H 7.314 6.898 0.311 0.39 -0.39 0.48
C -6.274 -3.003 -4.646 1.46 -0.44 -0.64
C -5.845 -4.408 -4.138 0.30 1.73 1.60
N -6.816 -5.399 -4.403 -0.26 -1.56 -0.85
C -6.666 -6.501 -3.427 0.23 0.95 -0.18
C -7.106 -6.073 -2.006 -0.06 -0.34 -0.28
C -6.558 -5.802 -5.818 -1.20 0.74 0.59
C -7.397 -6.947 -6.284 -0.70 -0.23 -1.24
H -5.580 -2.211 -4.364 0.11 -0.11 0.56
H -7.278 -2.697 -4.351 0.04 -0.40 -0.06
H -6.132 -2.989 -5.727 -0.66 0.04 -0.20
H -4.888 -4.826 -4.451 0.62 0.75 -0.75
H -5.658 -4.350 -3.066 -0.39 0.25 0.22
H -7.203 -7.360 -3.830 0.03 -0.03 0.39
H -5.601 -6.726 -3.367 0.35 -0.53 -0.12
H -8.081 -6.498 -1.769 -0.01 0.22 0.12
H -6.389 -6.394 -1.251 -0.04 -0.37 -0.05
H -7.120 -4.990 -1.882 -0.35 -0.03 -0.28
H -5.530 -5.999 -6.123 0.63 -0.17 0.75
H -6.787 -4.894 -6.376 -0.27 -0.10 -0.16
H -6.846 -7.887 -6.299 -0.30 -0.12 0.36
H -7.674 -6.751 -7.320 0.22 -0.13 -0.31
H -8.386 -7.023 -5.831 0.26 -0.13 0.56
C -5.874 5.984 0.820 -0.48 0.43 -1.83
Cl -4.711 6.592 -0.443 -0.42 0.09 0.68
Cl -6.526 4.476 0.112 0.03 0.20 0.61
Cl -5.076 5.772 2.310 0.46 -0.40 0.75
Cl -7.213 7.158 1.038 0.42 -0.33 -0.22
C -3.978 5.523 -7.629 -0.08 1.05 -0.78
Cl -2.670 4.974 -6.670 0.67 -1.21 0.81
Cl -3.883 4.961 -9.289 -0.19 -1.06 -0.34
Cl -5.548 5.212 -6.916 0.01 -0.19 0.04
Cl -3.690 7.244 -7.804 -0.42 1.41 0.28
N 1.121 1.394 0.722 0.62 1.12 -0.34
C 1.274 0.170 1.225 -0.36 -1.06 1.22
C 0.216 -0.557 0.761 0.73 -3.14 1.65
C -0.525 0.165 -0.129 -1.33 1.07 -0.99
C 0.038 1.390 -0.108 1.08 2.52 -1.03
H 1.769 2.152 0.879 -0.33 -0.03 -0.24
H 1.962 -0.093 2.015 0.09 0.17 -0.21
H -0.002 -1.538 1.157 0.01 -0.16 -0.31
H -1.400 -0.048 -0.726 0.10 -0.39 0.23
H -0.048 2.268 -0.731 -0.59 -0.08 -0.01
N 3.378 -7.448 7.099 0.70 -2.44 0.42
C 3.359 -8.723 7.701 -0.57 0.69 1.42
C 2.533 -9.574 6.991 1.31 0.43 1.36
C 2.196 -8.866 5.873 -0.36 1.02 -2.46
C 2.775 -7.599 5.894 -1.25 -0.41 -0.66
H 3.945 -6.683 7.437 -0.18 -0.20 -0.31
H 3.759 -8.858 8.695 0.12 0.12 -0.08
H 2.200 -10.584 7.181 0.35 0.12 0.35
H 1.651 -9.356 5.079 -0.09 0.59 -0.30
H 2.768 -6.845 5.121 -0.05 0.07 0.26
N 1.774 -2.631 -4.781 0.81 -0.64 -1.02
C 2.495 -3.813 -4.806 -0.75 -0.60 1.38
C 2.226 -4.464 -5.979 1.66 -0.65 0.75
C 1.652 -3.536 -6.815 -2.08 0.62 -1.45
C 1.267 -2.475 -6.053 -0.08 1.32 0.70
H 1.587 -2.010 -4.006 0.39 -0.23 -0.20
H 3.139 -4.170 -4.016 -0.49 0.17 0.35
H 2.381 -5.517 -6.160 0.65 0.22 -0.24
H 1.429 -3.653 -7.866 -0.20 -0.07 0.11
H 0.690 -1.582 -6.242 0.08 -0.14 -0.37
N 5.384 2.574 9.890 -1.65 1.65 -0.12
C 4.313 2.944 9.143 -1.54 2.45 1.73
C 4.118 2.097 8.111 -0.30 1.04 -0.81
C 5.183 1.206 8.133 0.70 -0.42 0.75
C 5.901 1.541 9.285 2.64 -3.07 -0.91
H 5.750 3.069 10.692 -0.15 -0.29 -0.27
H 3.793 3.818 9.506 -0.39 -0.06 -0.42
H 3.415 2.250 7.306 -0.13 -0.19 0.21
H 5.296 0.493 7.329 0.61 -0.32 0.55
H 6.779 1.187 9.805 0.19 -0.79 -0.72
```
Forces are in eV/Å.

=====

(5)
Below is 2 unconnected molecules or ions with the total composition C3H9NO2S in a non-equilibrium geometry, with properties calculated with the ωB97M-V functional and the def2-TZVPD basis.

Computed properties:
Total energy   -19676.199 eV
SMILES   N[C@@H](C=O)CS.O
M   123.2 g/mol
2S+1   1
ΔE to the lowest compared entry with this formula, charge and spin   51.0 kcal per mole

```
16
Properties=species:S:1:pos:R:3:forces:R:3
O 2.691 -0.868 -0.196 -0.41 -0.28 -0.14
C 2.252 0.187 -0.556 1.35 1.17 0.53
C 0.844 0.513 -0.926 -1.47 0.57 -1.00
C -0.053 -0.758 -0.865 0.10 1.81 -1.03
S -1.839 -0.386 -1.035 -0.39 -0.34 0.35
N 0.250 1.589 -0.124 1.56 0.76 1.14
H 2.972 1.067 -0.627 -0.58 -0.43 -0.03
H 0.928 0.955 -1.972 -0.02 -1.14 0.55
H 0.033 -1.191 0.129 0.10 -0.31 -0.25
H 0.255 -1.372 -1.706 0.03 -0.58 0.43
H -1.933 0.572 -1.975 0.56 -0.16 -0.09
H -0.524 2.020 -0.605 -0.04 -0.05 -0.04
H 0.935 2.345 0.114 -0.79 -1.00 -0.42
H -1.179 -1.016 3.957 0.26 0.14 0.06
H -0.825 0.505 4.165 -0.62 -0.92 -0.24
O -1.547 -0.129 3.964 0.35 0.78 0.18
```
Forces are in eV/Å.

=====

(6)
Below is 2 unconnected molecules or ions with the total composition C4H11NOS in a non-equilibrium geometry, with properties calculated with the ωB97M-V functional and the def2-TZVPD basis.

Computed properties:
Total energy   -18694.012 eV
M   121.2 g/mol
2S+1   1
ΔE to the lowest compared entry with this formula, charge and spin   136.2 kcal per mole

```
18
Properties=species:S:1:pos:R:3:forces:R:3
C 1.139 -1.720 0.447 0.13 1.53 2.60
C 1.638 0.740 0.289 1.97 1.97 0.90
C -1.854 1.244 -1.037 2.85 -3.60 0.16
C 0.786 -0.378 -0.078 -3.72 -0.63 -5.28
N -1.117 0.232 1.521 0.01 -0.62 -0.41
O -1.601 -1.384 -0.618 -0.01 0.09 0.95
S -1.058 -0.204 0.050 -0.29 1.33 -0.83
H 0.683 -2.568 0.013 -0.47 -0.65 -0.61
H 2.223 -1.723 0.417 0.17 -0.64 0.16
H 0.782 -1.612 1.552 0.84 -0.63 -1.52
H 2.752 0.441 0.102 -1.97 0.74 0.20
H 1.550 0.987 1.414 0.00 -0.56 -1.63
H 1.377 1.694 -0.264 0.46 -1.16 0.59
H -2.659 0.910 -1.627 -1.54 -0.59 0.23
H -1.916 2.034 -0.386 -0.31 2.07 1.02
H -1.078 1.230 -1.769 0.92 1.09 -0.50
H 0.399 -0.457 -1.768 1.69 0.12 3.50
H -2.046 0.533 1.742 -0.72 0.14 0.47
```
Forces are in eV/Å.